Here is a molecular structure, H4SSi at a distorted geometry from the Open Molecules 2025 dataset. Energies are from ωB97M-V/def2-TZVPD.

Geometry as XYZ:
```
6
Properties=species:S:1:pos:R:3:forces:R:3
Si -0.058977 0.562751 0.009123 -3.3 -1.2 0.8
S 0.497806 -1.343604 0.861340 0.1 -0.7 -1.8
H -1.720023 0.958349 0.829083 2.8 -0.5 -1.7
H 0.818165 1.665639 0.167096 0.7 0.8 0.4
H -0.022049 0.124440 -1.419991 -0.5 0.6 0.2
H 0.485078 -1.967575 -0.446652 0.1 1.0 2.1
```
Forces are in eV/Å.

## Properties
Energy above the lowest of the compared OMol25 structures with the same formula, charge and spin (kJ/mol): 126.1
Net charge: 0
Gap between HOMO and LUMO (eV): 10.112